Record 1
C4H7N | ωB97M-V with the def2-TZVPD basis set

LUMO energy (Eh): 0.041
Charge: 0

Structure (XYZ):
```
12
Properties=species:S:1:pos:R:3:lowdin_charge:R:1
C 1.302 -0.288 1.426 0.01
C 0.217 -0.703 0.777 -0.14
C -0.405 0.041 -0.321 -0.45
C -1.375 -0.491 -1.070 0.04
N 0.064 1.338 -0.554 0.07
H 1.772 -0.882 2.198 0.05
H 1.747 0.691 1.317 0.05
H -0.228 -1.660 1.016 0.10
H -1.892 -1.435 -0.975 0.05
H -1.760 0.051 -1.931 0.05
H -0.508 1.875 -1.194 0.08
H 1.065 1.463 -0.688 0.09
```



Record 2
C4H7N | ωB97M-V with the def2-TZVPD basis set

LUMO energy (Eh): 0.029
Charge: 0

Structure (XYZ):
```
12
Properties=species:S:1:pos:R:3:lowdin_charge:R:1
C -2.279 0.058 0.375 0.01
C -1.162 0.032 -0.341 -0.28
N -0.227 1.029 -0.359 0.02
C 1.011 0.740 -0.418 -0.21
C 1.714 -0.444 0.168 -0.07
H -2.517 0.906 0.994 0.05
H -3.002 -0.737 0.333 0.04
H -0.830 -0.873 -0.903 0.12
H 1.642 1.545 -0.783 0.10
H 2.774 -0.240 0.297 0.07
H 1.589 -1.300 -0.498 0.08
H 1.287 -0.716 1.134 0.08
```



Record 3
C4H7N | ωB97M-V with the def2-TZVPD basis set

LUMO energy (Eh): 0.028
Charge: 0

Structure (XYZ):
```
12
Properties=species:S:1:pos:R:3:lowdin_charge:R:1
C 0.546 0.098 0.865 -0.40
C -0.916 -0.104 0.189 -0.19
C -0.938 0.272 -1.306 -0.14
C -1.025 0.787 -2.448 0.05
H 2.373 -0.459 0.582 0.13
H 1.405 -1.906 1.468 0.20
H 0.803 1.095 0.576 0.09
H 0.370 0.309 2.011 0.13
H -1.182 -1.103 0.322 0.06
H -1.673 0.585 0.618 0.11
H -1.123 1.422 -3.424 0.06
N 1.360 -0.996 0.548 -0.09
```



Record 4
C4H7N | ωB97M-V with the def2-TZVPD basis set

LUMO energy (Eh): 0.030
Charge: 0

Structure (XYZ):
```
12
Properties=species:S:1:pos:R:3:lowdin_charge:R:1
C 1.282 0.411 1.540 0.01
C 0.970 0.041 0.296 -0.15
C -0.352 -0.142 -0.317 -0.40
C -1.424 -0.897 0.040 0.03
N -0.345 0.388 -1.633 0.04
H 2.325 0.693 1.667 0.05
H 0.677 0.492 2.431 0.06
H 1.780 0.044 -0.423 0.10
H -1.782 -0.904 1.052 0.04
H -1.873 -1.585 -0.662 0.05
H -1.076 0.086 -2.253 0.08
H -0.182 1.374 -1.738 0.08
```



no.,Kohn-Sham gap (eV)
1,9.47
2,9.28
3,10.09
4,8.46